(1)
{"formula": "C4H7N2", "method": "ωB97M-V/def2-TZVPD", "species": ["C", "C", "C", "C", "N", "N", "H", "H", "H", "H", "H", "H", "H"], "coordinates": [[-2.210, 0.696, 0.195], [-1.139, -0.378, 0.081], [1.354, -0.096, -0.128], [2.770, -0.270, -0.025], [0.211, 0.131, 0.098], [-1.157, -1.559, -0.275], [-3.131, 0.294, -0.275], [3.185, -0.983, 0.674], [2.920, -0.445, -1.134], [3.250, 0.761, 0.228], [-1.956, 1.716, -0.209], [-2.532, 0.667, 1.281], [-2.005, -1.944, -0.553]], "atomic_forces_ev_per_a": [[-0.9, -0.8, 1.1], [-1.3, 1.7, -1.6], [-4.1, 1.2, 3.5], [0.7, 2.6, -2.4], [4.9, -1.1, -0.8], [2.0, -0.1, 0.3], [0.7, 0.3, -0.2], [-0.5, -0.6, -0.1], [1.2, -0.3, 1.1], [-0.9, -1.6, -0.5], [-0.1, -1.2, 0.7], [0.6, 0.8, -1.0], [-2.2, -0.8, 0.0]], "molar_mass_da": 83.11, "de_lowest_kcal_mol": 76.71, "homo_lumo_gap_ev": 10.346, "homo_energy_ha": -0.565, "e_tot_ev": -7232.4116, "smiles": "[H]/N=C(\\C)[N+]#CC", "total_charge": 1}

=====

(2)
{"formula": "C21H22N4O6S", "method": "ωB97M-V/def2-TZVPD", "species": ["C", "H", "H", "H", "O", "C", "C", "N", "C", "O", "C", "H", "H", "O", "C", "O", "C", "C", "C", "C", "S", "H", "H", "H", "C", "C", "N", "H", "H", "N", "C", "O", "N", "C", "O", "H", "C", "C", "C", "C", "C", "C", "C", "H", "H", "H", "H", "H", "H", "H", "H", "H", "H", "H"], "coordinates": [[5.643, -1.057, 0.871], [6.542, -1.068, 0.247], [5.917, -0.809, 1.895], [5.169, -2.041, 0.849], [4.755, -0.037, 0.447], [4.436, -0.067, -0.927], [3.530, -1.243, -1.324], [2.386, -1.343, -0.436], [2.316, -2.387, 0.421], [3.229, -3.175, 0.570], [1.028, -2.530, 1.231], [0.948, -1.725, 1.973], [1.067, -3.498, 1.738], [-0.116, -2.516, 0.394], [-1.029, -1.556, 0.597], [-0.966, -0.749, 1.500], [-2.069, -1.591, -0.412], [-3.075, -0.673, -0.604], [-3.863, -0.975, -1.723], [-3.449, -2.110, -2.359], [-2.087, -2.829, -1.618], [-3.876, -2.563, -3.232], [-4.697, -0.379, -2.045], [-3.216, 0.186, 0.028], [1.395, -0.330, -0.550], [1.299, 0.662, 0.404], [2.147, 0.671, 1.466], [2.251, 1.526, 1.986], [3.015, 0.160, 1.327], [0.321, 1.625, 0.316], [-0.470, 1.752, -0.816], [-1.236, 2.667, -0.993], [-0.302, 0.768, -1.754], [0.567, -0.323, -1.720], [0.587, -1.120, -2.637], [-0.890, 0.850, -2.576], [0.113, 2.560, 1.427], [-1.306, 3.051, 1.565], [-1.608, 4.400, 1.443], [-2.906, 4.842, 1.622], [-3.912, 3.942, 1.926], [-3.613, 2.597, 2.061], [-2.315, 2.153, 1.891], [-2.073, 1.107, 2.004], [-4.394, 1.891, 2.305], [-4.927, 4.288, 2.059], [-3.133, 5.893, 1.519], [-0.829, 5.105, 1.193], [0.788, 3.416, 1.307], [0.353, 2.018, 2.346], [3.176, -1.101, -2.348], [4.071, -2.188, -1.256], [5.351, -0.100, -1.534], [3.922, 0.880, -1.118]], "atomic_forces_ev_per_a": [[0.1, -0.2, 0.1], [0.0, 0.0, 0.0], [0.1, -0.1, 0.0], [0.1, 0.1, 0.0], [-0.1, 0.1, 0.1], [-0.2, -0.1, -0.3], [0.5, 0.1, 0.1], [-0.1, 0.6, -0.4], [-0.4, -0.2, 0.2], [0.0, -0.3, 0.2], [0.3, 0.0, 0.5], [0.1, -0.2, -0.1], [0.0, 0.2, -0.1], [-0.1, -0.3, -0.2], [0.1, 0.4, 0.6], [-0.1, -0.2, -0.1], [-0.4, -0.3, -0.5], [0.4, -0.3, 0.3], [-0.1, 0.0, -0.2], [0.3, -0.2, 0.1], [-0.4, 0.5, 0.1], [-0.1, -0.1, -0.2], [-0.1, 0.1, -0.1], [0.0, 0.2, 0.1], [0.2, -0.1, 0.2], [0.2, -0.5, -0.4], [-0.2, 0.2, 0.1], [0.0, 0.0, 0.0], [0.0, 0.1, -0.1], [0.2, 0.0, 0.3], [0.1, -0.2, -0.5], [-0.1, 0.2, -0.1], [-0.1, -0.1, -0.3], [0.0, 0.4, 0.2], [0.1, -0.1, -0.1], [0.1, 0.0, 0.2], [-0.1, 0.3, 0.0], [-0.1, 0.1, 0.3], [0.1, -0.1, 0.1], [0.0, 0.1, 0.0], [-0.1, 0.0, 0.0], [-0.1, 0.0, 0.0], [0.1, 0.0, 0.1], [0.0, -0.1, 0.0], [-0.1, -0.1, 0.0], [-0.1, 0.0, 0.0], [0.0, 0.1, 0.0], [0.1, 0.1, -0.1], [-0.1, -0.1, 0.1], [0.1, 0.1, -0.1], [0.0, 0.0, 0.0], [-0.1, 0.1, -0.1], [-0.1, 0.1, 0.0], [0.1, -0.1, -0.1]], "molar_mass_da": 458.50, "de_lowest_kcal_mol": 33.25, "homo_lumo_gap_ev": 8.772, "homo_energy_ha": -0.316, "e_tot_ev": -51216.5007, "smiles": "COCCN(C(=O)COC(=O)c1cccs1)c1c(N)n(Cc2ccccc2)c(=O)[nH]c1=O", "total_charge": 0}

=====

(3)
{"formula": "C21H15F2NO3", "method": "ωB97M-V/def2-TZVPD", "species": ["F", "C", "C", "C", "C", "C", "C", "C", "C", "C", "C", "C", "F", "C", "C", "C", "C", "H", "H", "H", "H", "H", "H", "H", "H", "H", "H", "H", "O", "C", "C", "N", "O", "O", "C", "C", "C", "C", "H", "H", "H", "H"], "coordinates": [[3.788, -3.796, -1.593], [2.768, -3.066, -2.159], [2.548, -3.167, -3.529], [1.536, -2.351, -4.080], [0.748, -1.541, -3.258], [0.947, -1.534, -1.876], [-0.019, -0.770, -1.001], [0.086, -0.996, 0.480], [-0.528, -0.217, 1.391], [-0.398, -0.355, 2.827], [0.618, -1.148, 3.413], [0.622, -1.303, 4.799], [1.627, -2.045, 5.380], [-0.328, -0.713, 5.635], [-1.331, 0.074, 5.045], [-1.351, 0.272, 3.668], [2.055, -2.192, -1.333], [3.159, -3.824, -4.151], [1.375, -2.333, -5.158], [-0.057, -0.926, -3.686], [-1.036, -1.035, -1.348], [0.641, -1.880, 0.794], [-1.236, 0.558, 1.082], [1.381, -1.610, 2.783], [-0.299, -0.878, 6.712], [-2.087, 0.558, 5.669], [-2.119, 0.888, 3.191], [2.325, -2.055, -0.286], [0.295, 0.586, -1.288], [-0.673, 1.526, -1.443], [-0.353, 2.826, -0.987], [1.039, 3.123, -0.745], [1.314, 4.162, -0.097], [1.917, 2.384, -1.225], [-1.351, 3.813, -0.887], [-2.560, 3.617, -1.546], [-2.833, 2.364, -2.118], [-1.927, 1.301, -2.023], [-1.100, 4.731, -0.357], [-3.269, 4.443, -1.647], [-3.757, 2.212, -2.669], [-2.178, 0.295, -2.379]], "atomic_forces_ev_per_a": [[-0.8, 0.6, -0.5], [0.7, 0.2, 0.2], [-0.5, 0.4, 0.1], [0.3, 0.0, 0.4], [-0.2, -0.4, -0.2], [0.6, -0.5, 0.2], [-0.3, -0.1, -0.5], [-0.5, 0.1, 0.6], [0.2, -0.4, -1.2], [-0.1, -0.4, 1.6], [-0.5, 0.4, 0.3], [0.3, 0.0, 0.1], [-0.9, 0.6, -0.5], [-0.2, 0.0, -0.4], [0.4, 0.0, 0.1], [0.4, -0.4, -0.5], [-0.4, -0.5, -0.4], [-0.2, 0.2, 0.3], [0.0, -0.1, 0.3], [0.4, -0.4, 0.2], [0.3, 0.2, 0.2], [-0.1, 0.3, 0.1], [0.4, 0.0, -0.2], [-0.2, 0.1, 0.4], [0.1, 0.0, -0.3], [0.3, -0.2, -0.2], [0.2, -0.2, 0.3], [0.0, -0.3, -0.4], [-0.9, 0.7, -0.3], [0.3, 0.0, 0.2], [-1.0, -0.5, -0.4], [2.6, 1.0, 0.9], [-0.8, -1.7, -1.0], [-1.6, 1.6, 0.8], [0.8, -0.2, -0.5], [-0.1, -0.3, 0.1], [0.4, 0.0, 0.0], [-0.1, 0.2, 0.3], [0.0, -0.1, -0.4], [0.2, -0.4, 0.2], [0.1, 0.0, 0.2], [0.0, 0.6, 0.0]], "molar_mass_da": 367.35, "de_lowest_kcal_mol": 0.00, "homo_lumo_gap_ev": 8.187, "homo_energy_ha": -0.325, "e_tot_ev": -35083.5208, "smiles": "O=[N+]([O-])c1ccccc1O[C@H](/C=C/c1cccc(F)c1)c1cccc(F)c1", "total_charge": 0}

=====

(4)
{"formula": "C48H35CdIN4OP2S3", "method": "ωB97M-V/def2-TZVPD", "species": ["Cd", "I", "C", "C", "C", "C", "C", "C", "C", "C", "C", "P", "C", "C", "C", "C", "C", "C", "C", "C", "C", "C", "C", "C", "C", "H", "H", "H", "H", "H", "H", "H", "H", "H", "H", "H", "H", "H", "H", "H", "H", "S", "C", "S", "C", "C", "N", "C", "N", "S", "C", "N", "C", "C", "C", "N", "H", "H", "H", "H", "O", "P", "C", "C", "C", "C", "C", "C", "C", "C", "C", "C", "C", "C", "C", "C", "C", "C", "C", "C", "H", "H", "H", "H", "H", "H", "H", "H", "H", "H", "H", "H", "H", "H", "H"], "coordinates": [[-0.032, 1.489, 0.957], [2.997, 2.483, 2.385], [4.602, 1.428, 1.571], [5.545, 1.013, 2.472], [6.776, 0.481, 2.052], [7.065, 0.456, 0.723], [6.110, 0.875, -0.236], [6.492, 0.907, -1.598], [5.621, 1.326, -2.554], [4.296, 1.608, -2.183], [3.850, 1.546, -0.883], [1.992, 1.512, -0.826], [1.657, 0.099, -1.937], [2.558, -0.955, -2.064], [2.236, -2.068, -2.827], [1.014, -2.134, -3.480], [0.102, -1.097, -3.342], [0.410, 0.005, -2.561], [1.550, 3.013, -1.764], [1.437, 4.188, -1.019], [1.111, 5.383, -1.637], [0.878, 5.414, -3.005], [0.977, 4.249, -3.751], [1.314, 3.052, -3.136], [4.802, 1.287, 0.163], [5.355, 1.138, 3.530], [7.500, 0.156, 2.787], [8.034, 0.124, 0.369], [7.503, 0.610, -1.853], [5.913, 1.390, -3.593], [3.591, 1.824, -2.975], [3.522, -0.912, -1.572], [2.947, -2.881, -2.914], [0.766, -2.998, -4.083], [-0.866, -1.153, -3.826], [-0.331, 0.784, -2.428], [1.598, 4.165, 0.054], [1.022, 6.286, -1.047], [0.609, 6.345, -3.487], [0.786, 4.269, -4.816], [1.378, 2.147, -3.727], [-0.405, 3.330, 2.784], [-0.798, 1.905, 3.742], [-0.145, 0.384, 3.250], [-1.689, 1.998, 4.792], [-2.383, 3.212, 5.074], [-2.958, 4.197, 5.242], [-2.097, 0.841, 5.524], [-2.445, -0.100, 6.091], [-1.707, 2.634, -0.766], [-3.097, 2.353, 0.177], [-3.138, 2.832, 1.456], [-4.198, 2.698, 2.264], [-5.309, 2.054, 1.800], [-5.224, 1.562, 0.494], [-4.174, 1.694, -0.294], [-2.273, 3.277, 1.856], [-4.088, 3.131, 3.253], [-6.190, 1.918, 2.407], [-6.065, 1.022, 0.071], [-1.125, -0.380, 0.048], [-1.554, -1.811, 0.166], [-0.168, -2.890, 0.592], [-0.264, -4.277, 0.710], [0.843, -5.024, 1.077], [2.054, -4.395, 1.337], [2.156, -3.017, 1.228], [1.049, -2.269, 0.856], [-2.838, -2.030, 1.411], [-3.160, -0.975, 2.256], [-4.100, -1.150, 3.262], [-4.736, -2.372, 3.412], [-4.442, -3.422, 2.549], [-3.497, -3.252, 1.553], [-2.292, -2.365, -1.382], [-1.875, -3.475, -2.107], [-2.467, -3.769, -3.329], [-3.460, -2.945, -3.836], [-3.867, -1.823, -3.123], [-3.290, -1.535, -1.898], [-1.200, -4.785, 0.522], [0.759, -6.099, 1.167], [2.915, -4.982, 1.631], [3.093, -2.517, 1.439], [1.131, -1.194, 0.772], [-2.631, -0.037, 2.157], [-4.311, -0.340, 3.948], [-5.457, -2.510, 4.207], [-4.946, -4.373, 2.658], [-3.285, -4.072, 0.877], [-1.069, -4.096, -1.742], [-2.140, -4.636, -3.890], [-3.914, -3.171, -4.793], [-4.628, -1.168, -3.526], [-3.585, -0.640, -1.361]], "atomic_forces_ev_per_a": [[0.2, -0.1, -0.2], [0.0, 0.1, 0.0], [0.0, 0.0, -0.1], [0.0, 0.0, 0.0], [0.0, 0.0, 0.0], [0.0, 0.0, 0.0], [0.0, 0.0, 0.0], [0.0, 0.0, 0.0], [0.0, 0.0, 0.0], [0.0, 0.0, 0.0], [0.0, 0.0, 0.0], [0.0, 0.0, 0.0], [-0.1, 0.0, 0.0], [0.0, 0.0, 0.0], [0.0, 0.0, 0.0], [0.0, 0.0, 0.0], [0.0, 0.0, 0.0], [0.0, 0.0, 0.0], [0.0, 0.0, 0.0], [0.0, 0.0, 0.0], [0.0, 0.0, 0.0], [0.0, 0.0, 0.0], [0.0, 0.0, 0.0], [0.0, 0.0, 0.0], [0.0, 0.0, 0.0], [0.0, 0.0, 0.0], [0.0, 0.0, 0.0], [0.0, 0.0, 0.0], [0.0, 0.0, 0.0], [0.0, 0.0, 0.0], [0.0, 0.0, 0.0], [0.0, 0.0, 0.0], [0.0, 0.0, 0.0], [0.0, 0.0, 0.0], [0.0, 0.0, 0.0], [0.0, 0.0, 0.0], [0.0, 0.0, 0.0], [0.0, 0.0, 0.0], [0.0, 0.0, 0.0], [0.0, 0.0, 0.0], [0.0, 0.0, 0.0], [0.1, 0.0, 0.3], [0.0, 0.1, -0.3], [0.1, 0.0, 0.1], [-0.2, 0.0, 0.1], [0.3, 0.0, 0.0], [-0.2, 0.0, 0.0], [0.1, 0.0, 0.0], [0.0, 0.1, 0.0], [0.0, 0.1, -0.1], [0.0, -0.1, 0.1], [0.1, 0.2, 0.1], [0.0, 0.1, 0.1], [0.0, -0.1, -0.1], [-0.1, 0.0, 0.0], [0.0, 0.0, 0.0], [-0.2, -0.2, -0.2], [-0.1, 0.0, 0.0], [0.0, 0.0, 0.0], [0.0, 0.0, 0.0], [0.0, -0.1, 0.1], [0.0, 0.0, 0.0], [0.0, 0.0, 0.0], [0.0, 0.0, 0.0], [0.0, 0.0, 0.0], [0.0, 0.0, 0.0], [0.0, 0.0, 0.0], [0.0, 0.0, 0.0], [0.0, -0.1, -0.1], [0.1, 0.0, 0.1], [-0.1, 0.1, 0.0], [0.0, 0.0, 0.0], [0.0, 0.0, 0.0], [0.0, 0.0, 0.0], [0.1, 0.0, 0.0], [0.0, 0.0, 0.0], [0.0, 0.0, 0.0], [0.0, 0.0, 0.0], [0.0, 0.0, 0.0], [0.0, 0.1, 0.0], [0.0, 0.0, 0.0], [0.0, 0.0, 0.0], [0.0, 0.0, 0.0], [0.0, 0.0, 0.0], [0.0, 0.0, 0.0], [0.0, 0.0, 0.0], [0.0, 0.0, 0.0], [0.0, 0.0, 0.0], [0.0, 0.0, 0.0], [0.0, 0.0, 0.0], [0.0, 0.0, 0.0], [0.0, 0.0, 0.0], [0.0, 0.0, 0.0], [0.0, 0.0, 0.0], [0.0, 0.0, 0.0]], "molar_mass_da": 1081.30, "de_lowest_kcal_mol": 0.00, "homo_lumo_gap_ev": 7.280, "homo_energy_ha": -0.279, "e_tot_ev": -122103.2986, "total_charge": 0}